No. 1
Here is a cluster of 2 separate species, C2H8NS2 in total at a distorted geometry from OMol25. Energies are from ωB97M-V/def2-TZVPD.

Geometry as XYZ:
```
13
C2H8NS2 ωB97M-V/def2-TZVPD
H -0.5621 -1.4610 1.9902
N -0.4342 0.5757 2.3973
H -1.8683 1.3550 -0.1538
C 1.1452 -0.2798 -2.4735
S 0.3266 -0.7715 -0.9851
C -0.1255 -0.5397 1.6104
H 2.0861 -0.8421 -2.5254
H 0.5432 -0.7230 -3.2652
H 1.3161 0.7675 -2.6730
H -0.7495 0.9817 3.2730
H -0.8917 1.2660 1.8144
H 0.8655 -0.3192 1.2608
S -1.6513 -0.0096 -0.2700
```

LUMO	-6.134	eV
frontier orbital gap	7.4	eV
total charge	+1

---

No. 2
Here is an isolated molecule of C4H9Cl at a distorted geometry from OMol25. Energies are from ωB97M-V/def2-TZVPD.

Geometry as XYZ:
```
14
C4H9Cl ωB97M-V/def2-TZVPD
H 1.5868 1.3335 0.1602
H 0.4930 -0.4986 -2.1379
H -1.4292 -0.8765 0.4321
C -0.7032 -0.0486 0.6756
C -0.5388 0.0604 -1.8029
H -0.8619 0.8125 -2.7278
H 0.6510 2.4073 -1.3869
H 0.2128 2.8386 0.2578
C -0.5250 0.7929 -0.4822
H -1.5156 -0.6311 -1.8883
C 0.7123 1.7946 -0.2886
Cl 0.5506 -1.3638 1.0353
H -1.1903 1.6766 -0.5768
H -0.9798 0.5262 1.6546
```

LUMO	0.816	eV
frontier orbital gap	11.1	eV
SMILES string	CC(C)CCl

---

No. 3
Here is a cluster of 2 separate species, C5H13NO2 in total at a distorted geometry from OMol25. Energies are from ωB97M-V/def2-TZVPD.

Geometry as XYZ:
```
21
C5H13NO2 ωB97M-V/def2-TZVPD
C -0.5614 -0.8967 1.0431
H -2.4960 1.6245 2.5417
O 0.7202 1.6988 0.7463
H -2.3034 3.1053 2.1627
H 1.2275 -1.4806 -2.6265
N 0.2984 -0.8490 -0.1174
H -1.3902 -1.6020 0.8949
C 0.5099 -2.1219 -0.8036
C 0.8351 1.5337 -0.4499
H 0.7085 -2.8714 0.0237
H 0.2399 -0.0093 -2.0269
H 0.0074 -1.0316 1.9770
H -1.0845 0.0873 1.1551
H -0.4453 -2.3888 -1.3033
H -1.0103 0.6081 -0.8239
C 1.6723 -2.0829 -1.8151
O -2.7624 2.2963 1.9048
H 2.4963 -1.4975 -1.4463
H 1.4966 2.1855 -1.0383
H 1.9538 -3.0863 -2.1004
C 0.0306 0.3212 -0.9803
```

LUMO	0.972	eV
frontier orbital gap	9.2	eV
SMILES string	CCN(C)CC=O.O

---

No. 4
Here is a structure of composition C4H4N3O at a distorted geometry from OMol25. Energies are from ωB97M-V/def2-TZVPD.

Geometry as XYZ:
```
12
C4H4N3O ωB97M-V/def2-TZVPD
N 1.8299 3.3461 -1.1682
C 0.4512 -0.6250 -0.4218
H -1.9852 -0.9085 1.7418
O 1.4296 -0.9342 -1.2660
C -1.2138 -0.5553 1.1317
C -0.5599 -1.3895 0.2334
C -0.1557 0.5746 -0.0838
H -1.1081 1.6509 1.4011
N -0.7617 0.6951 1.1183
H 1.4140 -1.7341 -1.9851
H -0.9473 -2.4393 0.1392
N 1.6069 2.3192 -0.8406
```

LUMO (alpha / beta)	-6.657 / -6.648	eV
frontier orbital gap (alpha / beta)	8.1 / 8.1	eV
total charge	+1

---

Table of E_tot (a.u.), in record order: -931.69577; -617.89325; -403.48141; -393.91679